## 1
Below is a single C3H4N2OS2 molecule, with properties calculated with ωB97M-V/def2-TZVPD.

Cartesian coordinates (Å):
S -1.3630 2.2190 -0.1997
S -2.9795 -1.4663 0.0567
O 1.1626 2.4813 0.1961
N 0.4008 -2.0652 0.0059
N -0.2117 -0.8454 -0.1716
C -1.4906 -0.8760 -0.1029
C 0.6106 0.3469 -0.2058
C 0.1716 1.5788 -0.0110
H -0.1140 -2.9569 0.3390
H 1.6506 0.0180 -0.2262
H 0.8039 3.3905 -0.0477
H 1.3588 -1.8247 0.3674

Calculated values
Kohn-Sham gap: 0.2186 hartree
Multiplicity: 1
Highest occupied orbital energy: -7.58 eV
Net charge: 0
LUMO energy: -0.0598 Ha

***

## 2
Below is 2 unconnected molecules or ions with the total composition C3H4N2OS2, with properties calculated with ωB97M-V/def2-TZVPD.

Cartesian coordinates (Å):
S -0.7814 -1.9569 -0.3163
S 1.6703 -0.2834 -0.4253
O -3.9628 0.7263 0.0613
N -1.5689 -0.5486 -0.7267
N -3.4349 -0.2761 0.2851
C -0.9097 0.5962 -0.8630
C 0.3994 0.8171 -0.7120
C 0.6695 -1.3757 0.6002
H 0.2835 -1.0873 1.5205
H 1.4028 -2.2117 0.6714
H 0.4994 1.8435 -1.0156
H -1.4067 1.5821 -0.9828

Calculated values
Kohn-Sham gap (spin up / spin down): 0.3070 / 0.2354 hartree
Multiplicity: 1
Highest occupied orbital energy (spin up / spin down): -7.77 / -7.71 eV
Net charge: 0
LUMO energy (spin up / spin down): 0.0215 / -0.0481 Ha

***

Pick 1: it beats the second-best structure by 7.6 kcal/mol.

***

## 1
Below is 2 unconnected molecules or ions with the total composition C2H9N2O, with properties calculated with ωB97M-V/def2-TZVPD.

Cartesian coordinates (Å):
O -0.0772 -1.4305 -0.5466
N 1.4559 0.8437 0.2156
N -0.3647 1.2582 -1.2812
C -0.4174 -2.0323 0.6631
C 0.1534 1.4715 0.0626
H 0.1629 2.5337 0.3429
H 1.2015 -0.1402 0.0369
H -1.2187 -1.4047 1.1283
H 1.9382 1.1501 -0.6294
H -1.3182 1.6151 -1.3822
H -0.4969 0.2393 -1.3088
H -0.4919 1.0312 0.8431
H 0.3609 -2.1287 1.4286
H -0.8877 -3.0063 0.4272

Calculated values
Kohn-Sham gap: 0.2675 hartree
Multiplicity: 1
Highest occupied orbital energy: -2.69 eV
Net charge: -1
LUMO energy: 0.1688 Ha

***

## 2
Below is 2 unconnected molecules or ions with the total composition C2H9N2O, with properties calculated with ωB97M-V/def2-TZVPD.

Cartesian coordinates (Å):
O -0.6367 0.4557 -1.1187
N -0.6205 -0.7820 1.1987
N 1.2722 -1.1856 -0.3706
C 0.8312 -0.9375 1.0219
C -0.7941 1.8470 -0.9667
H 0.1595 2.3174 -0.7140
H 1.3800 -0.0221 1.3388
H -1.0941 -1.5956 1.5721
H -1.0728 2.3053 -1.9803
H 1.2485 -1.7194 1.6019
H -1.4652 2.1395 -0.1754
H 0.7502 -0.4768 -0.9712
H -0.9723 -0.2815 0.3395
H 1.0141 -2.0643 -0.7761

Calculated values
Kohn-Sham gap: 0.2804 hartree
Multiplicity: 1
Highest occupied orbital energy: -2.95 eV
Net charge: -1
LUMO energy: 0.1720 Ha

***

Pick 1: it beats the second-best structure by 5.3 kcal/mol.

***

## 1
Below is 2 unconnected molecules or ions with the total composition C5H13N2OP, with properties calculated with ωB97M-V/def2-TZVPD.

Cartesian coordinates (Å):
P 1.7293 -0.6904 -0.7646
O -0.4447 0.6456 -1.6672
N 0.5025 -1.6873 -0.2125
N 1.7202 -1.2879 -2.3629
C -1.0494 -0.1436 1.7218
C 0.7416 0.9139 -0.9752
C -1.2716 1.7687 -1.8133
C 1.2235 -1.0897 2.6029
C 0.0922 -0.7492 1.7566
H 0.7820 -1.2150 -2.7523
H -2.1144 1.4590 -2.4272
H 0.9006 -2.5587 0.1307
H 2.1527 -0.7786 2.1214
H -1.6354 2.1298 -0.8417
H -1.6496 -0.1019 0.8300
H 0.5456 1.3636 0.0076
H 1.2640 -2.1681 2.7637
H 2.4056 -0.8587 -2.9713
H 1.3788 1.6200 -1.5377
H -1.4396 0.3513 2.6028
H 1.1369 -0.5909 3.5698
H -0.7416 2.5950 -2.3096

Calculated values
Kohn-Sham gap (spin up / spin down): 0.2982 / 0.2982 hartree
Multiplicity: 1
Highest occupied orbital energy (spin up / spin down): -7.70 / -7.70 eV
Net charge: 0
LUMO energy (spin up / spin down): 0.0153 / 0.0153 Ha

***

## 2
Below is a single C5H13N2OP molecule, with properties calculated with ωB97M-V/def2-TZVPD.

Cartesian coordinates (Å):
P 0.8009 -0.0843 -0.4594
O 1.7202 -1.0739 -1.0045
N -0.8242 -0.5635 -0.3762
N 1.2335 0.2859 1.2033
C -0.9871 -1.5129 0.8408
C 0.6559 -0.5354 2.2441
C -0.1099 1.1630 -2.6291
C -0.8242 -0.6510 2.1006
C 0.6835 1.4862 -1.3946
H -1.0239 -1.2164 -1.1073
H 0.4264 0.2992 -3.2350
H -1.9986 -1.8951 0.7635
H -0.3214 -2.2665 0.7506
H 0.8994 -0.1140 3.2160
H -1.3367 0.2546 1.7607
H 1.6441 1.9319 -1.5900
H -1.0637 0.8295 -2.3649
H 0.9516 1.2991 1.2932
H -1.2154 -1.1368 3.0838
H -0.2123 2.0631 -3.2690
H 1.0619 -1.5067 2.1562
H 0.1531 2.2865 -0.8542

Calculated values
Kohn-Sham gap: 0.3877 hartree
Multiplicity: 1
Highest occupied orbital energy: -9.62 eV
Net charge: 0
LUMO energy: 0.0340 Ha

***

Pick 2: it beats the second-best structure by 101.7 kcal/mol.

***

## 1
Below is 2 unconnected molecules or ions with the total composition C2H3ClN2, with properties calculated with ωB97M-V/def2-TZVPD.

Cartesian coordinates (Å):
Cl 1.0703 -1.8253 0.1377
N 2.3368 1.7250 -0.0679
N 1.5007 1.0811 0.2515
C -1.0818 -0.2099 -0.0540
C 0.1997 -0.6451 -0.7156
H -1.9912 -0.0574 -0.6966
H -0.8324 0.7978 0.3342
H -1.2021 -0.8663 0.8106

Calculated values
Kohn-Sham gap: 0.2964 hartree
Multiplicity: 1
Highest occupied orbital energy: -8.54 eV
Net charge: 0
LUMO energy: -0.0175 Ha

***

## 2
Below is a single C2H3ClN2 molecule, with properties calculated with ωB97M-V/def2-TZVPD.

Cartesian coordinates (Å):
Cl 0.9718 -0.3500 -1.7621
N 0.3788 -0.4115 -0.0587
N -0.2817 -1.4835 0.2413
C -0.6771 -2.5619 0.4351
C 0.0382 1.0140 0.2498
H 0.9513 1.5992 0.3234
H -0.7477 1.3650 -0.5464
H -0.6335 0.8286 1.1175

Calculated values
Kohn-Sham gap: 0.3445 hartree
Multiplicity: 1
Highest occupied orbital energy: -9.65 eV
Net charge: 0
LUMO energy: -0.0103 Ha

***

Pick 1: it beats the second-best structure by 38.0 kcal/mol.

***

## 1
Below is a single C2H3ClN2 molecule, with properties calculated with ωB97M-V/def2-TZVPD.

Cartesian coordinates (Å):
Cl -2.0549 -1.2250 -0.1660
N -2.2481 2.1383 1.5794
N 0.2204 0.3082 -0.2720
C -0.8718 -0.0027 0.4912
C -1.8402 1.2685 0.9612
H 1.1175 -0.2407 0.0827
H -0.4619 -0.3153 1.5322
H 0.2756 0.3109 -1.2477

Calculated values
Kohn-Sham gap: 0.4149 hartree
Multiplicity: 1
Highest occupied orbital energy: -10.88 eV
Net charge: 0
LUMO energy: 0.0151 Ha

***

## 2
Below is 2 unconnected molecules or ions with the total composition C2H3ClN2, with properties calculated with ωB97M-V/def2-TZVPD.

Cartesian coordinates (Å):
Cl -2.0079 -0.6434 -0.2851
N -0.5196 2.5531 0.4071
N 1.3416 -0.8873 -0.4145
C -0.5140 1.4041 0.4623
C -0.6737 0.0648 0.5912
H 1.5643 -0.3302 -1.3107
H -0.2793 -0.3655 1.4312
H 1.0886 -1.7956 -0.8815

Calculated values
Kohn-Sham gap (spin up / spin down): 0.3013 / 0.3611 hartree
Multiplicity: 1
Highest occupied orbital energy (spin up / spin down): -9.24 / -11.17 eV
Net charge: 0
LUMO energy (spin up / spin down): -0.0384 / -0.0496 Ha

***

Pick 1: it beats the second-best structure by 60.5 kcal/mol.

***

## 1
Below is 2 unconnected molecules or ions with the total composition C6H9N3, with properties calculated with ωB97M-V/def2-TZVPD.

Cartesian coordinates (Å):
N 1.1024 -0.4591 -0.3175
N -1.4213 -2.3592 0.4833
N -1.6591 1.9521 0.7641
C 0.5446 -0.3188 2.3775
C -0.3471 -0.1581 1.1818
C -0.3854 0.5555 -2.1251
C -1.0326 -1.3194 0.7847
C 0.9779 0.3588 -1.4411
C -1.0300 0.9915 0.8454
H -0.1247 -0.1135 3.1939
H -0.6772 0.4257 -3.1026
H 1.6997 -0.2668 -2.0711
H 1.3066 1.3777 -1.1915
H -1.1292 -0.0215 -1.5903
H 0.7475 -1.3884 -0.5727
H -0.7039 1.5316 -1.8734
H 0.9539 -1.3101 2.2127
H 1.1780 0.5218 2.4418

Calculated values
Kohn-Sham gap (spin up / spin down): 0.3126 / 0.3126 hartree
Multiplicity: 1
Highest occupied orbital energy (spin up / spin down): -9.45 / -9.45 eV
Net charge: 0
LUMO energy (spin up / spin down): -0.0348 / -0.0346 Ha

***

## 2
Below is a single C6H9N3 molecule, with properties calculated with ωB97M-V/def2-TZVPD.

Cartesian coordinates (Å):
N -0.3060 0.1314 0.0621
N -2.6534 0.1845 0.2694
N 1.9171 -0.0841 2.5821
C -1.5358 0.1768 -0.5693
C 2.0064 -0.5304 -1.0223
C 1.3494 -0.2093 1.4572
C 1.7413 0.3032 0.0218
C -0.0820 -0.3038 1.2750
C -1.6118 -0.0060 -1.9006
H 2.3688 1.1838 0.1146
H -2.5584 0.7680 1.0921
H -0.7798 -0.3233 2.1099
H -2.5678 0.0070 -2.4009
H 2.8628 0.2911 2.5152
H -3.5346 0.3171 -0.2069
H 2.8289 -0.3396 -1.6891
H -0.7347 -0.2538 -2.4679
H 1.2896 -1.3127 -1.2424

Calculated values
Kohn-Sham gap: 0.2779 hartree
Multiplicity: 1
Highest occupied orbital energy: -7.96 eV
Net charge: 0
LUMO energy: -0.0146 Ha

***

Pick 1: it beats the second-best structure by 3.4 kcal/mol.

***

## 1
Below is 4 unconnected molecules or ions with the total composition C16H20F12O8, with properties calculated with ωB97M-V/def2-TZVPD.

Cartesian coordinates (Å):
F -5.3612 2.9185 -0.0232
F 0.7048 3.3480 -3.5458
F -3.6654 2.9072 1.0496
F 5.6045 1.9065 -4.1317
F 6.6014 0.6825 -2.5282
F 0.6514 -6.2500 1.8124
F 1.6755 1.5123 -2.9181
F 1.8703 -6.0776 0.1621
F 4.4093 0.8615 -2.6095
F 2.0025 3.3697 -1.8216
F -0.0274 -7.1021 -0.1583
F -3.8299 1.4620 -0.5291
O -5.6857 1.5452 2.5247
O -4.6179 -0.1242 1.3385
O 4.8349 3.7636 -2.0962
O -1.1529 -4.8229 -0.7213
O -1.3844 2.2119 -2.0294
O 0.2300 1.7714 -0.4078
O 0.3043 -3.7411 0.6132
O 6.4703 2.7036 -0.9535
C 0.5893 -6.0911 0.4904
C -1.8553 -3.6359 -1.1437
C -4.9723 -1.1622 2.2002
C 1.0395 2.6646 -2.4628
C -0.7333 1.0975 0.4855
C 5.5790 2.7950 -1.9760
C -4.4464 2.0930 0.4566
C 5.5641 1.5160 -2.8702
C -3.1422 -3.4350 -0.3568
C -0.1923 2.1972 -1.6413
C 6.7118 3.8366 -0.1116
C -0.8925 -0.4667 0.3135
C -0.0541 -4.7978 0.1057
C 5.7838 3.7868 1.1180
C -4.9973 1.1921 1.5269
C -3.9074 -1.3433 3.2047
H -1.5009 -0.5988 -0.5812
H -5.2015 -2.0602 1.6265
H -1.4090 -0.7512 1.2302
H 7.7661 3.8392 0.1652
H -3.7355 -0.4648 3.8266
H -3.7946 -2.6394 -0.7167
H -0.4195 1.2880 1.5118
H -3.6778 -4.3843 -0.3456
H 5.7835 4.8051 1.5066
H -1.2344 -2.7441 -1.2301
H -2.9368 -1.4862 2.7299
H -5.8868 -0.8867 2.7255
H 6.0371 3.1057 1.9305
H -2.2344 -3.7986 -2.1526
H 0.0592 -0.9707 0.1450
H -1.6564 1.6766 0.4603
H 4.7437 3.5775 0.8681
H -4.2567 -2.1074 3.8992
H -2.8437 -3.2795 0.6799
H 6.6899 4.7870 -0.6448

Calculated values
Kohn-Sham gap: 0.4211 hartree
Multiplicity: 1
Highest occupied orbital energy: -11.12 eV
Net charge: 0
LUMO energy: 0.0126 Ha

***

## 2
Below is 4 unconnected molecules or ions with the total composition C16H20F12O8, with properties calculated with ωB97M-V/def2-TZVPD.

Cartesian coordinates (Å):
F -0.6150 0.9052 -4.0596
F -1.3364 -0.0193 3.7737
F -0.2982 -1.4391 2.4247
F 3.5496 2.5857 4.4560
F 1.7855 1.8963 5.4084
F -2.2282 -1.8462 3.4792
F -2.5849 1.2549 -2.9326
F 1.3313 2.7910 -3.5404
F -2.5740 0.3795 -4.9996
F 3.4800 2.7215 -3.2419
F 2.5581 1.0834 -4.3147
F 1.7983 2.2323 3.1823
O -2.9652 -1.5419 -2.9029
O 2.6391 -0.0972 2.8324
O -3.3556 0.2942 2.0395
O 2.5388 0.0155 -1.8004
O -0.7236 -1.7420 -3.2007
O 1.3580 1.9328 -1.2070
O 3.6097 -0.1790 4.9101
O -2.0336 -0.9282 0.4389
C 2.9852 -1.4980 0.8970
C 2.4001 1.9085 -3.3268
C -2.2216 -0.4498 1.5904
C 2.7376 -1.4195 2.4213
C 0.7044 -3.4318 -2.3881
C -1.5551 -0.9078 2.8638
C -4.4123 0.5485 1.1371
C -0.7190 -3.0513 -2.8448
C 3.0390 0.3911 4.0553
C 2.4947 1.8428 4.3308
C 0.0010 2.5145 0.5560
C 2.1604 1.2324 -1.9430
C -4.1169 1.6209 0.1574
C 0.8089 1.3656 -0.0889
C -1.8585 0.3050 -3.8138
C -1.9064 -1.0885 -3.2333
H 0.7297 -4.3846 -1.7874
H 3.5546 -2.0278 2.8248
H -0.9447 -3.7238 -3.4971
H -0.4990 1.9785 1.4765
H 0.5176 3.3515 0.5799
H -3.6188 1.1678 -0.8748
H 1.2855 0.9938 0.8460
H 1.9104 -1.8773 2.8037
H -5.1585 2.0821 -0.1614
H 1.4009 -3.4451 -3.2117
H -3.6054 2.3450 0.5120
H 3.4722 -2.3334 0.6794
H 3.7123 -0.6774 0.6803
H 0.1523 0.5367 -0.4774
H 1.1749 -2.6763 -1.7995
H -0.9563 2.5140 -0.1013
H 2.1359 -1.1739 0.2786
H -1.6213 -3.3983 -2.1138
H -5.1411 0.9540 1.6395
H -4.9764 -0.3879 0.5876

Calculated values
Kohn-Sham gap: 0.3959 hartree
Multiplicity: 1
Highest occupied orbital energy: -11.08 eV
Net charge: 0
LUMO energy: -0.0112 Ha

***

Pick 1: it beats the second-best structure by 96.6 kcal/mol.

***

## 1
Below is 4 unconnected molecules or ions with the total composition C16H20F12O8, with properties calculated with ωB97M-V/def2-TZVPD.

Cartesian coordinates (Å):
F -2.5699 -1.2929 3.5399
F 1.3718 -0.1843 -0.8243
F -1.4092 6.3132 7.7741
F -0.5315 4.5902 8.5042
F -3.7449 -2.7557 2.3806
F -1.9203 -3.3019 3.4115
F 2.0339 -0.0462 -2.8497
F -1.5745 1.3121 -4.6127
F -2.6947 4.7555 8.3389
F -1.1232 -0.1674 -3.0380
F -3.1571 0.0448 -3.8495
F 3.2319 -1.2524 -1.4589
O -0.8370 4.9794 5.4737
O -2.0963 -2.2075 0.2731
O 2.9234 2.1921 -1.5057
O -2.3975 3.3866 5.9750
O 4.4417 0.7727 -0.4528
O -0.3900 -1.5709 1.6628
O -2.0502 -2.0912 -5.3281
O -0.2437 -0.6521 -5.8536
C -1.3053 -0.9351 -5.2287
C 2.4390 -0.1659 -1.6029
C -1.4560 1.4247 4.9529
C -1.6037 5.0220 7.7459
C -0.3069 -3.7510 -5.5068
C -1.5370 -2.0014 1.4548
C -2.3063 2.6313 4.7953
C -1.3098 -2.2535 -0.9391
C -2.4888 -2.3488 2.7026
C -0.7603 -3.5899 -1.4642
C 5.3057 1.9408 -0.1864
C -1.5556 -3.1405 -6.2188
C -1.6024 4.4729 6.2614
C 6.2760 2.2550 -1.2899
C 3.2660 1.0504 -1.1586
C -1.8157 0.0789 -4.1421
H 5.9876 1.7132 0.6329
H -1.8614 3.1975 3.9770
H 0.4232 -2.9552 -5.3594
H -2.0241 -1.9337 -1.6979
H 0.1680 -4.5206 -6.1153
H -1.2556 -2.7321 -7.1838
H 7.0121 2.9948 -0.9754
H 0.1726 -3.8423 -0.9602
H 5.6897 2.7495 -2.0643
H -3.2813 2.1850 4.5995
H -0.5649 -4.2333 -4.5640
H 6.8458 1.3921 -1.6347
H -1.4526 -4.4254 -1.3598
H -2.2399 -3.9403 -6.5018
H -0.5275 1.5869 5.5004
H -0.5202 -3.6257 -2.5269
H -1.1000 0.9846 4.0214
H -2.0697 0.6054 5.3273
H 4.6373 2.7681 0.0521
H -0.5404 -1.4824 -0.9026

Calculated values
Kohn-Sham gap: 0.4269 hartree
Multiplicity: 1
Highest occupied orbital energy: -11.18 eV
Net charge: 0
LUMO energy: 0.0159 Ha

***

## 2
Below is a molecular structure, C16H20F12O8, with properties calculated with ωB97M-V/def2-TZVPD.

Cartesian coordinates (Å):
F -19.2177 -3.4458 0.5260
F -15.2886 0.2453 2.0767
F -19.4560 -5.7580 -2.1666
F -16.2091 6.4703 2.8990
F -13.3035 0.3874 2.6401
F -17.5648 -6.2476 -1.3081
F -17.9585 -3.6315 -1.2388
F -17.9361 7.3340 1.9508
F -17.8022 -4.9177 0.5776
F -16.3316 6.6004 0.8508
F -13.7981 0.6559 0.6124
F -18.7845 -7.9138 -1.9057
O -16.8956 3.9882 1.2618
O -14.6330 2.7975 3.2652
O -14.0372 3.2893 1.1456
O -19.0014 -7.4500 1.0082
O -20.3643 -5.7625 0.3590
O -15.7963 -2.7301 0.1588
O -17.5189 -1.7080 1.3494
O -18.7476 4.7627 2.4324
C -18.8138 -6.6406 -1.3390
C -18.0024 -3.7115 0.1107
C -13.0278 5.3967 1.8865
C -17.2576 2.6391 1.1214
C -16.9825 1.8083 2.4534
C -14.3441 2.4434 2.1611
C -14.1563 0.9308 1.8154
C -16.9606 -2.6603 0.5558
C -16.8026 -0.5980 1.8163
C -17.6706 5.0106 1.8630
C -21.4114 -4.0963 1.5606
C -15.8588 -0.9488 2.9636
C -21.0082 -5.5814 1.5833
C -14.2428 4.7370 1.3086
C -19.3711 -6.6663 0.1424
C -17.0282 6.3777 1.9142
H -12.2091 5.1925 1.1964
H -18.3235 2.6252 0.8938
H -17.5097 0.1634 2.1453
H -16.7575 2.2078 0.2541
H -20.3022 -5.5883 2.4138
H -15.9186 1.6252 2.6041
H -21.8331 -6.2857 1.6907
H -13.0767 6.4788 1.7652
H -16.4410 -0.1335 0.8989
H -14.9628 -1.4723 2.6303
H -15.0766 4.9927 1.9624
H -20.5839 -3.4175 1.3542
H -22.2810 -3.8898 0.9366
H -17.5967 0.9078 2.4555
H -16.3617 -1.5492 3.7217
H -17.3802 2.4581 3.2329
H -14.6743 5.1272 0.3868
H -21.7521 -3.7353 2.5310
H -15.4016 -0.0721 3.4224
H -12.8270 5.1198 2.9215

Calculated values
Kohn-Sham gap: 0.3813 hartree
Multiplicity: 1
Highest occupied orbital energy: -10.29 eV
Net charge: 0
LUMO energy: 0.0032 Ha

***

Pick 1: it beats the second-best structure by 300.9 kcal/mol.